DFT (wB97M-V/def2-TZVPD) results for a molecular structure, C26H73BaFeN2O19P in a non-equilibrium geometry.

Its LUMO energy (spin up / spin down) is -0.12 / -0.12 eV. As for the spin multiplicity: 5. The expectation value of S² is 6.0105. The total charge is 0. The value obtained for the orbital gap (spin up / spin down) is 6.52 / 6.50 eV.

Cartesian coordinates (Å):
Fe1 -2.3777 -2.5153 -1.1264
Ba1 1.2327 -0.3965 0.3745
C1 -5.1280 0.6673 0.1370
C2 -5.1021 0.8808 -1.3946
C3 -5.7430 2.2458 -1.6182
C4 -5.6081 2.8251 -2.9928
C5 -4.1470 2.8459 -3.3587
C6 -3.4060 1.4208 -3.3151
N1 -3.6519 0.8348 -1.9774
O1 -2.8688 -0.4243 -1.8004
C7 -1.8619 1.8994 -3.4706
C8 -3.9142 0.4556 -4.4597
C9 -6.0119 -0.1243 -2.0775
H1 -4.8625 -0.3220 0.5099
H2 -6.1605 0.8001 0.4602
H3 -4.4312 1.2687 0.7208
H4 -5.3202 2.9005 -0.8561
H5 -6.7644 2.2308 -1.2379
H6 -6.0088 3.8324 -3.1060
H7 -6.2413 2.1965 -3.6190
H8 -3.6298 3.5685 -2.7275
H9 -4.1103 3.3972 -4.2983
H10 -1.7224 2.6814 -4.2171
H11 -1.0640 1.1861 -3.2641
H12 -1.7037 2.6833 -2.7299
H13 -3.5794 0.8320 -5.4263
H14 -4.9854 0.6377 -4.5464
H15 -3.4898 -0.5451 -4.3788
H16 -6.8978 -0.2295 -1.4512
H17 -5.4839 -1.0247 -2.3915
H18 -6.5758 0.2415 -2.9356
P1 -0.4078 -3.1766 0.4156
O2 -0.9400 -1.8062 -0.0215
O3 -0.5210 -3.5000 1.9225
O4 1.0753 -2.9962 -0.1504
O5 -1.3063 -3.9974 -0.5177
C10 2.3012 -0.7363 5.6550
O6 3.4485 -0.5935 4.9065
H19 1.8448 -1.7053 5.4526
H20 2.4608 -0.7818 6.7323
H21 1.6743 0.0588 5.2514
H22 4.0535 -1.2314 5.2919
C11 2.3016 -6.1563 -0.0878
O7 2.1966 -5.1361 -1.0550
H23 2.8632 -7.0212 -0.4409
H24 2.7962 -5.6495 0.7408
H25 1.3393 -6.5975 0.1720
H26 1.6599 -4.4287 -0.6903
C12 4.5178 -2.7782 0.5676
O8 3.5048 -2.0437 -0.1609
H27 5.0813 -3.1462 -0.2898
H28 5.1769 -2.0668 1.0651
H29 4.1339 -3.5685 1.2127
H30 2.7584 -2.6236 -0.3290
C13 -0.8453 -0.4633 3.4462
O9 0.1564 -1.2538 2.7965
H31 -1.1600 -0.9009 4.3936
H32 -0.5245 0.5711 3.5692
H33 -1.6493 -0.1808 2.7665
H34 -0.1625 -2.1190 2.5294
C14 -3.4725 -3.3239 3.9828
O10 -3.1212 -2.8603 2.6783
H35 -3.0843 -2.6989 4.7870
H36 -4.5055 -3.3268 4.3309
H37 -3.1098 -4.3493 4.0542
H38 -2.2266 -3.1782 2.5358
C15 1.7202 4.8324 -1.8265
C16 3.2579 4.7925 -1.6665
C17 3.8219 6.2405 -2.0070
O11 5.2895 6.2088 -2.1982
C18 5.7611 7.5373 -2.2836
N2 3.6629 4.3977 -0.3433
H39 1.3053 5.7553 -1.4213
H40 1.1559 4.0110 -1.3851
H41 1.4134 4.8817 -2.8712
H42 3.6577 4.2023 -2.4910
H43 3.3832 6.9923 -1.3509
H44 3.5227 6.6242 -2.9823
H45 5.4224 7.9876 -1.3506
H46 5.2634 7.9597 -3.1565
H47 6.8334 7.6326 -2.4544
H48 4.6688 4.3363 -0.2759
H49 3.4138 5.1245 0.3123
C19 0.9296 -2.1993 -3.4341
C20 -0.5175 -2.2390 -3.8709
O12 -1.4401 -2.9630 -3.0151
O13 1.1682 -1.5570 -2.2036
H50 1.4801 -1.6205 -4.1757
H51 1.3002 -3.2238 -3.3980
H52 -0.5443 -2.8144 -4.7963
H53 -0.8103 -1.2145 -4.1004
H54 -1.1939 -3.8514 -3.2829
H55 0.8871 -2.2212 -1.5700
C21 -0.1010 -5.7188 4.3478
C22 1.2862 -5.4817 3.8142
O14 1.4276 -4.1586 3.3975
O15 -1.0008 -5.8740 3.1946
H56 -0.3987 -4.9118 5.0173
H57 -0.0328 -6.6378 4.9300
H58 1.5362 -6.0812 2.9388
H59 2.0997 -5.6698 4.5149
H60 0.7511 -3.9248 2.7577
H61 -0.8866 -5.0231 2.7650
C23 -0.1953 2.8264 1.3279
C24 -1.3798 2.2535 0.6278
O16 -0.7907 1.4052 -0.4090
O17 0.6274 1.8666 1.9258
H62 -0.5516 3.4655 2.1358
H63 0.3552 3.3772 0.5652
H64 -1.9857 2.9944 0.1061
H65 -1.9298 1.5531 1.2563
H66 -1.5791 0.9862 -0.7616
H67 0.5213 1.8444 2.8797
C25 4.4121 1.2744 0.3451
C26 4.1456 1.6252 1.8338
O18 3.3279 0.5318 2.2611
O19 3.2316 1.5663 -0.4790
H68 4.6672 0.2233 0.2102
H69 5.3086 1.8556 0.1294
H70 3.8155 2.6541 1.9768
H71 5.0322 1.5648 2.4650
H72 3.5330 0.2962 3.1689
H73 3.2519 2.5206 -0.5821